Entry 1:
DFT (the ωB97M-V functional and the def2-TZVPD basis) results for a structure of composition C14H31BrCl2FO4PSSb.

```
56
Properties=species:S:1:pos:R:3:forces:R:3
C -3.666 3.271 2.441 0.1 0.0 0.1
C -3.836 1.785 2.169 0.1 0.0 0.0
O -2.937 1.039 2.968 0.0 0.0 0.1
C -2.288 -0.029 2.257 0.0 0.0 0.0
C -1.088 0.465 1.480 -0.2 0.1 0.0
Sb 0.113 -0.963 0.257 0.3 0.1 0.4
C 1.426 -2.413 -0.873 0.0 -0.1 -0.1
C 0.933 -3.268 -2.045 0.1 -0.1 0.0
C 0.535 -2.492 -3.273 0.0 0.0 0.0
F 0.217 -3.383 -4.309 0.0 -0.1 -0.1
C 0.027 0.498 -1.440 0.0 0.0 -0.1
C 1.347 0.708 -2.182 -0.1 0.2 0.0
C 2.258 1.739 -1.495 0.0 -0.1 -0.1
C 3.146 2.500 -2.480 0.1 -0.2 -0.1
S 2.349 3.956 -3.169 0.0 -0.1 0.0
O 2.107 3.762 -4.562 -0.1 0.0 -0.1
O 1.332 4.450 -2.303 0.0 0.0 0.0
Cl 3.880 5.347 -3.070 0.1 0.0 0.0
C 0.169 -2.458 1.949 0.0 -0.1 0.1
C 1.281 -2.236 2.929 0.0 -0.1 0.0
C 1.225 -0.920 3.679 0.0 -0.1 0.1
Cl 1.271 -3.592 4.216 0.0 0.0 -0.1
P -2.051 -2.089 -0.855 -0.1 0.1 -0.2
O -3.042 -0.732 -0.866 0.3 0.1 0.3
Br -3.085 -3.312 0.741 -0.1 -0.1 0.1
H -2.604 3.494 2.551 0.0 0.0 -0.1
H -4.065 3.872 1.621 -0.1 0.0 0.0
H -4.165 3.571 3.365 0.0 0.0 0.0
H -3.661 1.575 1.109 0.0 0.0 0.0
H -4.861 1.469 2.402 0.0 0.0 -0.1
H -3.016 -0.503 1.596 0.0 -0.1 0.0
H -2.008 -0.751 3.025 0.0 0.0 0.0
H -1.424 1.231 0.777 0.0 0.0 0.0
H -0.393 0.951 2.171 0.1 -0.1 0.0
H 1.614 -0.181 0.804 0.0 -0.1 0.0
H 1.703 -3.103 -0.072 0.1 0.1 0.0
H 2.352 -1.896 -1.144 -0.1 0.1 0.0
H 1.735 -3.947 -2.364 0.0 0.0 0.0
H 0.099 -3.906 -1.739 -0.1 0.1 0.0
H 1.356 -1.875 -3.641 0.0 0.1 0.0
H -0.349 -1.875 -3.111 0.0 0.0 0.0
H -0.772 0.224 -2.135 0.1 -0.1 0.0
H -0.282 1.449 -1.000 0.0 0.0 0.0
H 1.902 -0.225 -2.272 0.0 0.0 -0.1
H 1.155 1.041 -3.212 0.0 0.0 0.0
H 1.654 2.442 -0.921 0.1 0.0 0.0
H 2.928 1.248 -0.789 -0.1 0.0 0.1
H 4.086 2.833 -2.046 -0.1 0.1 0.1
H 3.366 1.905 -3.367 0.1 0.0 0.0
H 0.293 -3.430 1.467 -0.1 0.0 0.0
H -0.786 -2.485 2.475 0.0 0.2 -0.1
H 2.254 -2.382 2.460 0.0 0.1 0.0
H 1.850 -0.946 4.571 0.1 0.0 -0.1
H 0.200 -0.704 3.986 0.0 0.0 0.0
H 1.575 -0.119 3.027 -0.1 0.0 0.0
H -3.358 -0.606 -1.759 -0.3 -0.1 -0.2
```
Forces are in eV/Å.

Properties
Charge ... -1
E_HOMO ... -4.16 eV
Maximum force ... 0.50 eV/Å
Total energy ... -147676.379 eV

These are the natural (NBO) partial charges, in e, on atoms 1 to 5: atom 1 (C): -0.626, atom 2 (C): -0.063, atom 3 (O): -0.563, atom 4 (C): -0.084, atom 5 (C): -0.805


Entry 2:
DFT (the ωB97M-V functional and the def2-TZVPD basis) results for a cluster of 9 separate species, C14H31Cl16NP in total in a non-equilibrium geometry.

```
63
Properties=species:S:1:pos:R:3:forces:R:3
C -1.217 1.361 -2.440 1.1 0.1 0.9
P 0.171 0.192 -1.915 0.4 -0.9 -1.3
C -0.484 -1.030 -0.663 0.4 1.0 -0.1
C 1.447 1.335 -1.151 0.1 -0.3 1.5
C 2.935 1.201 -1.611 -0.8 1.0 1.2
C 3.517 2.464 -0.873 -1.4 -0.7 -2.1
N 2.873 2.318 0.484 0.6 -0.8 0.1
C 1.683 1.374 0.390 -1.1 -0.1 -0.9
H -1.084 2.298 -1.877 -0.5 -0.2 -0.1
H -1.055 1.606 -3.493 -0.2 -0.2 0.1
H -2.201 0.919 -2.277 0.1 0.1 0.0
H -1.408 -0.642 -0.229 0.2 -0.4 0.2
H 0.276 -1.229 0.103 -0.3 0.2 0.0
H -0.637 -1.974 -1.188 -0.2 0.2 0.0
H 1.097 2.354 -1.374 0.1 -0.3 -0.3
H 3.378 0.345 -1.084 -0.1 -0.3 -0.8
H 3.001 1.188 -2.696 0.5 0.0 0.1
H 4.604 2.526 -0.891 -0.1 0.1 0.6
H 3.031 3.335 -1.329 0.8 -0.2 0.2
H 2.573 3.210 0.878 0.4 0.1 0.3
H 3.562 1.802 1.024 0.0 0.7 0.8
H 0.815 1.741 0.949 0.4 0.4 -0.1
H 1.969 0.433 0.878 0.0 0.1 -0.5
C 1.632 6.173 0.091 0.0 0.2 0.0
Cl 1.418 4.996 -1.213 -0.3 0.4 -0.1
Cl 1.305 5.438 1.667 -0.1 -0.2 0.0
H 2.655 6.528 0.078 0.0 -0.1 0.0
H 0.946 6.999 -0.064 -0.1 -0.1 0.0
C -4.300 -2.146 -0.365 -0.1 0.0 0.0
Cl -3.456 -2.709 -1.816 -0.1 0.0 -0.1
Cl -3.277 -2.287 1.070 -0.3 0.0 0.0
H -4.573 -1.105 -0.500 0.1 0.0 0.0
H -5.191 -2.748 -0.221 0.1 -0.1 0.0
C 0.461 -0.685 3.784 -0.2 0.1 0.2
Cl 2.068 -1.000 3.110 0.2 0.0 0.1
Cl -0.789 -1.468 2.820 0.0 0.1 0.2
H 0.418 -1.074 4.799 0.2 0.0 -0.3
H 0.285 0.386 3.785 0.0 0.0 -0.1
C 2.840 1.104 -6.206 0.1 -0.1 -0.2
Cl 2.655 -0.555 -6.777 0.1 0.1 0.0
Cl 1.510 1.572 -5.133 0.0 0.1 0.1
H 3.774 1.185 -5.662 -0.1 -0.1 0.0
H 2.849 1.771 -7.061 -0.1 0.0 0.0
C 0.183 -2.315 8.194 0.1 0.0 0.2
Cl 1.938 -2.356 8.000 0.0 0.0 0.0
Cl -0.633 -2.052 6.645 -0.3 -0.1 0.2
H -0.148 -3.262 8.604 0.0 0.0 -0.1
H -0.078 -1.505 8.866 0.0 0.0 -0.1
C -5.547 -5.834 -0.598 0.1 0.0 0.2
Cl -5.307 -5.591 1.138 0.1 0.0 0.0
Cl -6.895 -4.855 -1.202 0.0 0.0 -0.1
H -4.643 -5.544 -1.121 0.0 0.1 0.0
H -5.762 -6.878 -0.777 -0.1 0.0 0.1
C 5.017 6.057 3.187 0.1 -0.1 0.1
Cl 4.033 7.207 2.272 0.2 0.2 0.1
Cl 6.662 5.959 2.553 0.0 -0.1 0.0
H 5.056 6.378 4.221 0.0 0.1 -0.1
H 4.558 5.076 3.120 0.0 0.0 -0.1
C -6.114 -7.463 -3.846 -0.1 0.0 -0.1
Cl -4.729 -7.982 -2.873 0.2 -0.1 -0.2
Cl -7.345 -8.725 -3.943 0.0 0.1 0.0
H -6.552 -6.582 -3.392 0.0 -0.1 0.1
H -5.768 -7.233 -4.848 0.1 -0.1 0.0
```
Forces are in eV/Å.

Properties
Charge ... +1
E_HOMO ... -10.40 eV
Maximum force ... 2.59 eV/Å
Total energy ... -226151.724 eV

These are the natural (NBO) partial charges, in e, on atoms 1 to 5: atom 1 (C): -0.901, atom 2 (P): 0.749, atom 3 (C): -0.920, atom 4 (C): -0.518, atom 5 (C): -0.408


Entry 3:
DFT (the ωB97M-V functional and the def2-TZVPD basis) results for a structure of composition C14H31IrN3O5S.

```
55
Properties=species:S:1:pos:R:3:forces:R:3
Ir 0.100 0.831 -0.582 0.2 -0.3 -0.2
C 2.999 -0.030 -1.487 0.0 0.1 0.1
O 1.876 0.878 -1.665 0.0 0.0 0.0
C 2.296 2.280 -1.721 -0.1 0.0 0.1
C 1.112 3.108 -2.181 0.0 -0.1 0.0
O -0.072 2.640 -1.461 -0.1 0.1 0.0
C -1.019 3.501 -0.785 0.0 0.0 0.1
C -2.223 2.616 -0.571 0.0 0.0 -0.1
O -1.795 1.390 0.116 0.1 0.0 0.3
C -2.905 0.463 0.261 0.1 0.0 0.1
H 3.684 0.126 -2.318 0.0 0.0 0.0
H 2.594 -1.034 -1.515 0.0 0.0 0.0
H 3.486 0.167 -0.533 0.0 0.0 0.0
H 3.126 2.368 -2.420 -0.1 0.0 -0.1
H 2.639 2.577 -0.729 0.1 0.0 0.0
H 0.891 2.956 -3.236 0.0 0.0 0.0
H 1.277 4.165 -1.980 0.0 0.0 0.0
H -1.261 4.356 -1.414 -0.1 -0.1 -0.1
H -0.580 3.836 0.155 0.0 0.0 0.0
H -2.678 2.329 -1.521 0.0 0.0 0.0
H -2.963 3.113 0.056 0.0 0.0 0.0
H -3.255 0.144 -0.718 0.0 0.0 0.0
H -3.694 0.970 0.812 0.0 0.0 0.0
H -2.533 -0.380 0.837 0.0 0.0 0.0
C -0.612 2.492 4.782 0.1 0.0 0.0
N -0.111 2.443 3.397 0.0 0.0 0.0
C 0.208 1.409 2.648 0.2 0.0 0.0
S 1.200 1.777 1.214 -0.1 0.3 0.1
N -0.048 0.142 2.911 -0.1 -0.1 0.0
C -0.838 -0.463 3.994 0.0 0.0 0.0
H -0.376 3.478 5.171 0.0 0.0 0.0
H -0.107 1.753 5.397 0.0 0.0 0.0
H -1.690 2.354 4.819 0.0 0.0 0.0
H 0.151 3.331 2.996 0.0 0.0 0.0
H 0.439 -0.501 2.305 0.0 0.0 0.0
H -1.637 0.198 4.305 0.0 0.0 0.0
H -0.204 -0.711 4.844 0.0 0.0 0.0
H -1.284 -1.376 3.609 0.0 0.0 0.0
O -1.010 -0.734 -1.781 0.4 0.1 -0.3
C -0.426 -1.593 -1.096 -0.1 0.0 0.0
O 0.357 -1.203 -0.150 -0.5 -0.2 0.2
C -0.644 -3.062 -1.393 0.0 0.0 0.0
N 0.210 -3.922 -0.480 0.0 0.1 0.0
C 1.019 -4.870 -1.360 0.0 0.0 0.0
C 1.161 -4.091 -2.652 0.0 0.0 0.0
C -0.220 -3.454 -2.825 0.0 0.0 0.0
H -1.695 -3.279 -1.206 0.0 0.0 0.0
H -0.349 -4.437 0.201 0.0 0.0 0.0
H 0.834 -3.307 0.050 0.0 0.0 0.0
H 0.417 -5.767 -1.496 0.0 0.0 0.0
H 1.941 -5.128 -0.845 0.0 0.0 0.0
H 1.416 -4.750 -3.479 0.0 0.0 0.0
H 1.948 -3.338 -2.573 0.0 0.0 0.0
H -0.927 -4.177 -3.227 0.0 0.0 0.0
H -0.226 -2.587 -3.480 0.0 0.0 0.0
```
Forces are in eV/Å.

Properties
Charge ... +3
E_HOMO ... -17.83 eV
Maximum force ... 0.51 eV/Å
Total energy ... -43376.803 eV

These are the natural (NBO) partial charges, in e, on atoms 1 to 5: atom 1 (Ir): 1.215, atom 2 (C): -0.245, atom 3 (O): -0.515, atom 4 (C): -0.106, atom 5 (C): -0.092


Entry 4:
DFT (the ωB97M-V functional and the def2-TZVPD basis) results for a structure of composition C14H31N7SScTe in a non-equilibrium geometry.

```
55
Properties=species:S:1:pos:R:3:forces:R:3
Sc 0.960 0.779 -0.971 1.7 1.5 -1.2
C 1.006 0.824 1.964 0.1 0.0 0.0
C 0.938 2.339 1.638 0.0 0.0 0.0
N 0.655 2.616 0.217 -0.3 0.2 0.4
C -0.714 3.012 -0.176 0.0 0.0 0.0
C -0.809 3.101 -1.706 0.0 -0.1 0.1
N -0.428 1.827 -2.362 -0.6 -0.1 0.2
C -1.469 0.807 -2.601 0.0 -0.1 0.0
C -1.021 -0.599 -2.125 0.1 0.1 -0.1
C 0.166 -1.244 -2.894 0.0 0.0 0.1
N 1.471 -0.911 -2.281 -0.3 -0.6 0.2
C 1.955 -1.804 -1.198 -0.1 0.0 0.0
C 3.110 -1.137 -0.426 -0.1 0.0 0.0
N 2.682 0.118 0.241 0.1 -0.3 0.3
C 2.346 0.116 1.676 0.0 0.1 0.0
H -0.984 0.596 1.346 0.0 0.0 0.0
H 0.812 0.709 3.034 0.0 0.0 0.1
H 1.902 2.780 1.890 0.0 0.1 0.0
H 0.187 2.819 2.270 0.0 0.0 0.1
H 1.338 3.258 -0.188 0.1 -0.1 -0.1
H -0.995 3.969 0.267 -0.1 0.1 0.0
H -1.420 2.262 0.198 0.0 0.0 0.0
H -0.103 3.850 -2.059 0.0 0.0 -0.1
H -1.818 3.403 -1.994 0.0 0.0 0.0
H 0.125 2.032 -3.190 0.2 0.0 0.1
H -1.729 0.747 -3.658 0.0 0.1 -0.1
H -2.372 1.090 -2.057 0.0 0.0 0.0
H -1.885 -1.262 -2.153 0.0 0.0 -0.1
H -0.781 -0.549 -1.048 -0.3 -0.3 0.0
H 0.173 -0.860 -3.913 0.0 0.0 -0.1
H 0.032 -2.325 -2.950 0.0 0.0 0.0
H 2.195 -0.760 -2.970 0.1 0.3 0.0
H 2.257 -2.778 -1.588 0.1 0.0 0.0
H 1.123 -1.984 -0.506 0.0 0.0 0.0
H 3.895 -0.869 -1.133 0.1 0.0 0.0
H 3.521 -1.842 0.298 0.0 0.0 0.0
H 3.336 0.865 -0.008 -0.1 0.0 -0.1
H 3.130 0.600 2.260 0.0 0.0 0.0
H 2.262 -0.912 2.017 0.0 0.0 0.1
Te 2.898 2.321 -2.273 -0.3 -0.4 0.2
C -0.991 -3.631 3.228 0.0 0.0 0.0
C -1.098 -3.355 1.728 0.0 0.0 0.0
C -1.187 -1.871 1.447 0.2 0.0 -0.1
N -0.100 -1.212 1.430 -0.2 0.0 0.0
N -0.062 0.169 1.177 -0.1 -0.1 -0.1
C -2.964 0.320 1.241 0.2 0.1 0.2
N -4.188 0.760 1.371 0.0 0.0 0.0
S -2.899 -1.407 1.263 0.0 -0.1 0.0
H -0.892 -4.701 3.409 0.0 0.0 0.0
H -1.880 -3.280 3.756 0.0 0.0 0.0
H -0.119 -3.128 3.648 0.0 0.0 0.0
H -1.976 -3.859 1.318 0.0 0.0 0.0
H -0.226 -3.744 1.201 0.0 0.0 0.0
H -4.352 1.755 1.388 0.0 0.0 0.0
H -5.012 0.181 1.509 0.0 0.0 0.0
```
Forces are in eV/Å.

Properties
Charge ... +1
E_HOMO ... -8.47 eV
Maximum force ... 2.55 eV/Å
Total energy ... -64275.286 eV

These are the natural (NBO) partial charges, in e, on atoms 1 to 5: atom 1 (Sc): 1.048, atom 2 (C): -0.064, atom 3 (C): -0.232, atom 4 (N): -0.726, atom 5 (C): -0.242


Which of these has the highest charge?
C14H31IrN3O5S


What is the formula in the fourth record?
C14H31N7SScTe


Look up the charge of the fourth one.
+1


Among the records above, which one has the highest E_HOMO?
C14H31BrCl2FO4PSSb